[1]
Here is a molecular structure, C24H41AsBrFN5OPPdSi from the OMol25 dataset. Energies are from ωB97M-V with the def2-TZVPD basis set.

Summary:
* strongest force on any atom: 3.18 eV Å⁻¹
* net charge: +4
* 2S+1: 1
* Kohn-Sham gap: 4.46 eV
* energy relative to the best compared isomer or geometry (same formula, charge and spin): 301.2 kJ/mol

XYZ file:
```
77
Properties=species:S:1:pos:R:3:mulliken_charge:R:1
C -0.759 3.179 3.206 -1.052
H -0.627 -4.612 -2.651 0.409
H 1.197 -4.586 1.407 0.297
H 2.115 4.479 2.434 0.368
H -0.912 4.213 3.514 0.451
C 0.201 1.130 -2.516 0.428
N 1.300 1.025 -1.773 0.534
H -1.121 -2.929 -2.735 0.323
C -1.009 -3.778 -2.067 -1.041
H 1.298 -1.558 -2.005 0.051
C -1.084 3.551 0.034 -1.039
C 0.891 -4.866 0.403 -1.023
C 1.560 4.533 1.495 -1.102
N 4.659 -1.898 2.871 0.227
C 3.929 -1.691 1.657 -1.166
P 2.394 -0.639 1.970 2.371
H 4.562 -1.200 0.912 0.549
H -0.152 2.666 3.955 0.336
C -1.710 -2.255 1.010 0.439
C 1.670 -2.413 -1.436 -0.818
H 1.743 -5.317 -0.098 0.413
H 3.866 2.836 -4.960 0.424
H 2.235 4.373 0.654 0.345
H 2.568 -0.102 5.466 0.369
O 0.981 1.708 1.310 -0.279
C 1.775 -1.605 3.464 -1.333
H 0.137 -5.642 0.499 0.427
H 1.345 -2.554 3.137 0.439
C 3.775 2.889 -3.876 -1.446
H -0.756 1.845 -4.304 0.545
H -0.544 3.677 -0.907 0.313
H 1.346 2.862 -5.144 0.514
H 4.645 2.417 -3.429 0.412
C -3.499 -1.001 2.161 -0.921
H 3.525 -3.577 3.391 0.368
H -1.826 2.752 -0.050 0.298
H 2.431 -2.080 -0.726 0.131
H 1.105 5.518 1.405 0.457
H 2.161 -3.061 -2.157 0.609
H -4.487 -4.188 1.538 0.492
As 0.155 3.184 1.488 0.386
H -3.846 -0.077 2.593 0.576
H 4.598 -2.974 4.665 0.299
C 2.507 2.273 -3.429 0.480
H 0.987 -1.032 3.961 0.515
C 3.281 0.690 2.981 -1.228
F -1.398 0.012 1.693 0.258
C -2.582 -3.394 1.027 -0.302
H -1.729 2.691 3.126 0.306
Br -1.331 0.272 -1.728 -0.107
N -0.522 -2.229 0.431 0.536
C -2.238 -1.087 1.645 0.281
C 3.370 -0.707 5.034 -0.761
H -2.224 -4.322 0.613 0.549
H -1.595 4.486 0.267 0.500
H 5.945 -1.034 4.229 0.374
C 0.157 1.789 -3.730 -0.829
C -4.326 -2.129 2.117 -0.314
H -5.323 -2.078 2.530 0.504
H 4.607 0.913 4.558 0.389
C 3.929 -2.677 3.852 -0.927
Pd 0.604 -0.200 0.162 -0.239
C -3.845 -3.316 1.557 -1.081
H 3.633 -2.665 1.255 0.446
C 2.420 1.588 -2.208 -0.950
H 3.286 1.502 -1.566 0.494
N 4.160 0.141 4.045 0.116
H 4.048 -1.024 5.837 0.373
H 5.782 -0.165 2.687 0.399
H 3.793 3.949 -3.615 0.305
N 2.854 -1.851 4.378 0.282
Si 0.217 -3.416 -0.646 0.013
C 5.244 -0.743 3.441 -0.795
C 1.335 2.357 -4.188 -0.458
H 3.884 1.297 2.298 0.500
H -1.996 -4.043 -1.701 0.439
H 2.533 1.354 3.427 0.554
```

[2]
Here is a molecular structure, C24H41AuN3O2P from the OMol25 dataset. Energies are from ωB97M-V with the def2-TZVPD basis set.

Summary:
* strongest force on any atom: 0.89 eV Å⁻¹
* 2S+1: 1
* Kohn-Sham gap: 7.61 eV

XYZ file:
```
72
Properties=species:S:1:pos:R:3:mulliken_charge:R:1
H 1.976 0.291 4.495 0.465
H 1.544 0.203 -4.778 -0.042
C 0.340 -2.282 -4.491 -0.672
C 2.907 4.555 0.530 -1.066
H 3.139 2.360 -5.014 0.424
C -0.917 -1.080 -2.804 -0.352
H 4.416 2.147 -2.997 0.327
H 3.166 3.252 -2.419 0.341
H -2.147 5.534 -0.564 0.422
H 3.645 0.690 -1.332 0.261
H -1.298 1.887 -0.897 -0.164
C 2.586 2.020 -4.140 -0.890
H 1.826 -4.183 -2.972 0.261
C 3.996 -4.438 -2.659 -0.600
H -2.561 3.116 -1.107 0.501
H -1.661 5.036 1.067 0.332
C 0.898 2.689 1.188 0.821
C 2.827 1.175 -1.871 1.218
C 4.225 -2.039 -2.317 -0.564
H 2.898 3.794 4.187 0.422
H 3.966 -4.992 -3.596 0.260
H -0.415 4.118 -1.561 0.327
C -0.665 3.933 -0.509 0.520
C -0.837 -1.554 -5.137 -0.629
H -0.579 6.028 0.089 0.404
C 2.462 1.910 3.173 0.592
C 2.110 2.731 1.925 0.408
C 1.669 0.647 3.508 -1.502
H 4.576 -1.124 -2.793 0.238
H 1.613 2.513 -4.113 0.278
H 2.145 1.592 -1.129 -1.598
H -2.277 -2.428 -3.791 0.336
O 1.429 -1.377 -0.784 -1.171
N 2.097 0.222 -2.741 0.818
H 3.694 5.244 0.252 0.404
H 2.864 2.384 5.259 0.407
H 0.600 0.845 3.523 0.278
H -2.610 -0.715 -4.128 0.376
H 0.159 -3.362 -4.513 0.460
C -1.303 5.215 0.051 -1.530
H 1.352 3.065 4.636 0.330
H 2.376 -3.843 -1.324 0.290
H 1.864 -0.152 2.792 0.233
C 5.012 -3.278 -2.745 -0.700
N 0.340 -1.811 -3.097 0.318
C -1.824 -1.450 -3.971 -0.758
H 3.507 1.602 3.050 0.355
C 3.094 3.642 1.553 -0.581
H 5.352 -3.153 -3.773 0.288
C 3.344 2.259 -2.828 -0.571
H 4.249 -5.137 -1.864 0.322
C 0.660 3.694 0.219 0.266
H 4.040 3.626 2.085 0.441
H -2.057 2.616 0.515 0.234
H 5.884 -3.440 -2.114 0.388
C 1.675 4.593 -0.095 -0.683
C 2.380 0.510 -4.148 -0.089
Au 0.548 0.153 0.278 0.376
H 4.267 -1.906 -1.228 0.309
H -1.235 -2.091 -5.996 0.425
H -1.317 -1.375 -1.834 0.181
H 1.495 5.331 -0.872 0.453
H 1.298 -2.096 -4.977 0.340
O -0.021 1.722 1.383 -1.109
C -1.706 2.814 -0.495 -1.042
N 2.859 -2.355 -2.764 0.137
H 3.284 -0.008 -4.498 0.251
P 1.668 -1.297 -2.266 0.100
C 2.642 -3.766 -2.384 -0.602
H -0.733 0.001 -2.775 0.221
C 2.395 2.850 4.390 -1.476
H -0.539 -0.551 -5.455 0.231
```

[3]
Here is 4 unconnected molecules or ions with the total composition C24H41B2F8NO10P from the OMol25 dataset. Energies are from ωB97M-V with the def2-TZVPD basis set.

Summary:
* strongest force on any atom: 2.30 eV Å⁻¹
* net charge: -1
* 2S+1: 1
* Kohn-Sham gap: 6.62 eV

XYZ file:
```
87
Properties=species:S:1:pos:R:3:mulliken_charge:R:1
O 2.965 3.879 -0.556 -0.538
H -0.756 -9.882 -0.796 0.247
C 0.836 2.431 0.640 -0.759
H 0.439 6.893 -4.156 0.214
H 1.445 7.023 -5.615 0.293
C -0.201 3.471 -1.568 -0.867
O 4.319 4.941 4.324 -0.461
H -2.848 -4.673 1.043 0.463
H 3.124 4.709 2.351 0.264
H 1.093 1.718 -2.706 0.443
F -0.582 -3.128 -1.916 0.020
O -3.081 1.941 1.705 -0.728
H -3.537 -3.218 1.726 0.460
C 2.208 -2.921 -0.198 -0.323
H 3.739 -1.505 2.391 0.400
C 3.116 -0.517 0.647 -0.215
H 0.308 -8.616 -1.443 0.256
C 2.312 0.632 -1.417 -0.725
C 0.256 2.223 -0.788 1.812
C -1.489 1.523 3.625 -0.678
C -2.213 -4.871 -1.933 1.187
H -1.633 -7.509 -2.063 0.368
C 2.072 -1.813 -0.964 -0.033
F -5.096 -3.493 0.013 -0.353
H -1.649 -0.696 -0.537 0.128
H -2.897 2.300 -2.309 0.324
C -1.542 -3.670 -2.664 -0.155
O -1.664 -3.075 0.797 -0.199
H 0.188 3.249 1.018 0.436
O -1.715 -8.453 -1.891 -0.539
H -1.027 2.206 -3.154 0.347
H 2.091 4.839 -5.177 0.263
F -3.628 -2.254 -1.001 -0.255
C -3.787 -3.435 -0.381 1.412
H 2.907 -3.668 1.699 0.392
O -2.561 3.192 -2.218 -0.585
H -2.433 -1.399 1.844 0.355
C 0.935 1.192 -1.766 -0.651
F -4.378 -4.305 -2.512 -0.328
H 0.257 0.376 -1.999 0.356
P 2.546 3.113 0.865 -0.046
C 2.500 -0.592 -0.557 0.585
F -1.425 -5.402 -0.994 -0.296
H -1.054 2.494 3.883 0.382
B -0.780 0.797 0.849 -0.269
H 2.193 4.349 -0.907 0.327
H -0.692 4.131 -0.853 0.352
C -1.513 -1.726 1.357 -0.686
C 3.847 5.335 5.606 -0.536
F -4.134 -5.699 -0.882 -0.318
O 0.627 1.208 1.225 -0.364
H 1.839 -3.884 -0.521 0.361
H -1.124 3.924 -3.446 0.261
C -0.995 -0.757 0.331 1.206
C -0.671 -8.816 -0.998 -0.559
H -2.436 1.425 4.175 0.354
C 2.796 -2.831 1.027 -0.724
C 0.871 6.337 -4.984 -0.591
C 3.261 -1.609 1.430 -0.641
F -0.981 -4.113 -3.816 -0.354
H -0.441 0.535 5.220 0.394
H 1.576 -1.911 -1.921 0.397
H 0.438 0.501 3.696 0.111
C -3.639 -4.566 -1.413 0.050
H 5.197 4.568 4.434 0.266
N 2.239 4.379 1.989 -0.419
O -0.997 1.650 -0.398 -0.532
B -1.836 1.423 2.057 0.835
C -1.203 3.163 -2.663 -0.752
O 1.713 5.327 -4.442 -0.439
H 1.734 5.137 1.533 0.221
H -0.738 -1.828 2.117 0.077
H 0.674 3.946 -2.026 0.326
H 0.064 5.892 -5.574 0.277
H 4.502 6.095 6.043 0.243
H -0.040 -1.144 -0.024 -1.089
H -3.380 2.491 2.440 0.247
O 3.319 1.153 -1.897 -0.639
H 3.508 0.411 1.030 0.443
F -2.381 -5.848 -2.873 -0.437
C -0.550 0.417 4.137 -0.864
H 3.789 4.475 6.277 0.260
C -2.946 -3.594 0.890 -1.364
H -0.990 -0.567 3.998 0.140
H 2.852 5.754 5.480 0.225
H -0.760 -8.268 -0.055 0.227
H -2.271 -2.912 -2.944 0.305
```